(1)
{"formula": "C12H17BrF7N5O2P2S2Sc", "method": "ωB97M-V/def2-TZVPD", "homo_ha": [-0.29491, -0.30671], "s2": 0.7716, "e_tot_ha": -6404.99855, "homo_lumo_gap_ev": [7.295, 6.118], "de_lowest_kcal_mol": 25.07, "multiplicity": 2, "lumo_ev": [-0.73, -2.23], "elements": ["Sc", "S", "C", "C", "N", "C", "S", "C", "N", "F", "P", "F", "F", "F", "F", "F", "C", "H", "H", "H", "Br", "C", "C", "C", "C", "N", "C", "H", "H", "H", "H", "N", "C", "P", "O", "O", "C", "N", "H", "H", "H", "H", "H", "H", "H", "H", "H", "H", "F"], "coordinates": [[0.542, 1.032, 1.122], [-1.071, 0.328, 3.139], [-2.665, 0.414, 2.637], [-3.681, 0.403, 3.654], [-4.486, 0.394, 4.474], [-3.099, 0.427, 1.288], [-2.066, 0.268, -0.015], [-4.506, 0.543, 1.024], [-5.623, 0.639, 0.768], [1.406, 2.474, 2.557], [2.701, 3.297, 1.810], [3.664, 2.156, 2.342], [3.857, 3.957, 0.960], [2.906, 4.178, 3.095], [1.632, 4.338, 1.209], [2.298, 2.278, 0.502], [1.894, -0.639, 1.719], [1.655, -1.638, 1.331], [1.969, -0.737, 2.809], [2.908, -0.389, 1.380], [-0.802, -4.434, -2.892], [-0.716, -4.267, -0.999], [-0.336, -5.333, -0.205], [-0.292, -5.118, 1.161], [-0.610, -3.861, 1.660], [-0.974, -2.843, 0.886], [-1.040, -3.050, -0.422], [-0.085, -6.292, -0.636], [-0.007, -5.913, 1.836], [-0.559, -3.659, 2.723], [-1.386, -2.217, -1.028], [0.288, 3.720, -1.503], [-0.347, 2.612, -2.286], [0.884, 1.255, -2.280], [2.136, 1.816, -2.819], [0.816, 0.513, -0.955], [0.231, -0.100, -3.364], [0.858, -1.335, -2.784], [0.091, 3.474, -0.458], [-0.111, 4.625, -1.732], [1.298, 3.756, -1.668], [-0.524, 2.936, -3.310], [-1.281, 2.349, -1.792], [0.527, 0.001, -4.405], [-0.850, -0.209, -3.284], [0.336, -2.196, -2.987], [0.894, -1.183, -1.758], [1.817, -1.452, -3.110], [-0.493, 2.679, 0.603]]}



(2)
{"formula": "C12H17MnN2O6S", "method": "ωB97M-V/def2-TZVPD", "homo_ha": [-0.42655, -0.40876], "s2": 0.8224, "e_tot_ha": -2577.42951, "homo_lumo_gap_ev": [7.694, 7.194], "de_lowest_kcal_mol": 0.00, "multiplicity": 2, "total_charge": 1, "lumo_ev": [-3.91, -3.93], "elements": ["Mn", "O", "C", "O", "C", "O", "C", "C", "O", "O", "H", "H", "H", "H", "H", "S", "C", "N", "C", "C", "C", "N", "H", "H", "H", "H", "C", "C", "C", "O", "C", "H", "H", "H", "H", "H", "H", "H", "H"], "coordinates": [[0.857, 0.040, 0.168], [4.912, 0.012, -0.203], [3.605, -0.082, -0.276], [2.847, 0.432, 0.528], [3.120, -0.932, -1.423], [1.721, -0.787, -1.571], [1.271, 0.014, -2.696], [0.683, 1.360, -2.258], [0.238, 2.076, -3.126], [0.662, 1.573, -0.982], [5.161, 0.538, 0.576], [3.347, -1.974, -1.182], [3.659, -0.672, -2.334], [0.503, -0.562, -3.210], [2.095, 0.188, -3.387], [0.722, -1.529, 2.171], [0.077, -0.084, 2.691], [-0.451, 0.167, 3.922], [-0.924, 1.385, 4.274], [-0.891, 2.410, 3.378], [-0.363, 2.129, 2.106], [0.092, 0.937, 1.794], [-0.468, -0.599, 4.583], [-1.314, 1.476, 5.277], [-1.258, 3.390, 3.635], [-0.308, 2.876, 1.321], [-3.279, -0.668, -1.028], [-2.606, -1.917, -1.597], [-1.302, -1.979, -0.815], [-1.020, -0.608, -0.434], [-2.101, 0.267, -0.853], [-3.742, -0.886, -0.064], [-4.035, -0.253, -1.690], [-2.409, -1.786, -2.662], [-3.198, -2.820, -1.469], [-0.461, -2.354, -1.399], [-1.387, -2.564, 0.102], [-1.825, 0.762, -1.786], [-2.230, 1.023, -0.082]]}



(3)
{"formula": "C12H17N", "method": "ωB97M-V/def2-TZVPD", "smiles": "Cc1c[nH]c2ccccc12.CCC", "homo_ha": -0.29109, "e_tot_ha": -522.08904, "homo_lumo_gap_ev": 8.703, "de_lowest_kcal_mol": 82.35, "lumo_ev": 0.78, "elements": ["C", "C", "C", "H", "H", "H", "H", "H", "H", "H", "H", "C", "C", "C", "C", "C", "C", "C", "C", "C", "N", "H", "H", "H", "H", "H", "H", "H", "H", "H"], "coordinates": [[1.500, -1.533, 0.087], [1.123, -3.047, 0.020], [2.577, -1.139, 0.999], [1.831, -1.214, -1.033], [0.564, -0.959, 0.289], [1.874, -3.692, -0.377], [3.153, -0.246, 0.815], [0.301, -2.933, -0.593], [0.996, -3.352, 1.191], [2.251, -0.768, 1.950], [3.407, -1.908, 1.279], [-2.668, 0.409, 1.733], [-0.629, 2.095, -0.767], [-1.435, 0.888, -0.497], [-2.092, 1.332, 0.740], [-1.656, 2.535, 1.179], [0.350, 2.030, -1.765], [0.490, 0.757, -2.296], [-1.234, -0.420, -1.097], [-0.205, -0.436, -2.104], [-0.753, 3.109, 0.220], [-0.094, 3.764, 0.482], [1.049, 2.871, -2.004], [-1.670, 3.272, 2.045], [1.501, 0.470, -2.812], [-1.973, -1.158, -0.864], [-3.659, -0.037, 1.455], [-2.879, 1.026, 2.604], [0.004, -1.229, -2.808], [-2.022, -0.484, 1.928]]}



(4)
{"formula": "C12H17N", "method": "ωB97M-V/def2-TZVPD", "smiles": "Cc1c[nH]c2ccccc12.CCC", "homo_ha": -0.28257, "e_tot_ha": -522.18389, "homo_lumo_gap_ev": 8.607, "de_lowest_kcal_mol": 22.83, "lumo_ev": 0.92, "elements": ["C", "C", "C", "H", "H", "H", "H", "H", "H", "H", "H", "C", "C", "C", "C", "C", "C", "C", "C", "C", "N", "H", "H", "H", "H", "H", "H", "H", "H", "H"], "coordinates": [[-2.748, -1.650, 1.101], [-3.006, -0.667, -0.052], [-3.342, -1.069, 2.392], [-3.115, -2.655, 0.889], [-1.669, -1.704, 1.230], [-2.324, 0.189, 0.062], [-3.946, -0.114, 0.016], [-3.453, 0.001, 2.222], [-4.345, -1.339, 2.734], [-2.843, -1.092, -1.040], [-2.670, -1.293, 3.222], [2.204, 3.207, 0.204], [1.237, -0.395, -0.386], [2.121, 0.682, -0.668], [1.712, 1.798, 0.158], [0.697, 1.371, 0.950], [1.215, -1.592, -1.056], [2.097, -1.687, -2.149], [2.764, -0.562, -2.637], [2.782, 0.631, -1.883], [0.420, 0.027, 0.637], [0.586, -2.421, -0.778], [2.258, -2.601, -2.701], [-0.470, -0.391, 0.833], [3.352, -0.546, -3.541], [0.128, 1.745, 1.784], [3.352, 1.439, -2.328], [2.727, 3.396, 1.150], [1.367, 3.903, 0.235], [2.912, 3.389, -0.603]]}



(5)
{"formula": "C12H17N", "method": "ωB97M-V/def2-TZVPD", "smiles": "Cc1c[nH]c2ccccc12.CCC", "homo_ha": -0.29272, "e_tot_ha": -522.17440, "homo_lumo_gap_ev": 8.918, "de_lowest_kcal_mol": 28.78, "lumo_ev": 0.95, "elements": ["C", "C", "C", "C", "C", "C", "C", "C", "C", "N", "H", "H", "H", "H", "H", "H", "H", "H", "H", "C", "C", "C", "H", "H", "H", "H", "H", "H", "H", "H"], "coordinates": [[-1.882, 1.286, -0.320], [1.746, 1.445, 0.448], [0.737, 1.569, -0.491], [-0.484, 1.400, 0.243], [-0.192, 1.211, 1.543], [3.403, 1.672, -1.218], [3.095, 1.478, 0.107], [2.350, 1.968, -2.137], [1.035, 1.716, -1.856], [1.199, 1.354, 1.705], [4.367, 1.693, -1.709], [3.793, 1.412, 0.936], [2.718, 2.173, -3.135], [0.265, 1.624, -2.612], [1.706, 0.751, 2.340], [-0.705, 1.077, 2.479], [-2.357, 0.351, -0.059], [-1.803, 1.406, -1.406], [-2.481, 2.153, -0.033], [-1.477, -2.803, -0.013], [-2.800, -2.507, 0.713], [-0.208, -2.248, 0.604], [-1.449, -3.871, -0.245], [-1.575, -2.460, -1.042], [-3.516, -1.822, 0.271], [-0.171, -1.936, 1.649], [0.593, -2.992, 0.577], [-2.622, -2.313, 1.776], [-3.368, -3.443, 0.811], [0.083, -1.345, 0.074]]}



(6)
{"formula": "C12H17N", "method": "ωB97M-V/def2-TZVPD", "smiles": "Cc1c[nH]c2ccccc12.CCC", "homo_ha": -0.28103, "e_tot_ha": -522.10032, "homo_lumo_gap_ev": 8.586, "de_lowest_kcal_mol": 75.27, "lumo_ev": 0.94, "elements": ["C", "C", "C", "C", "C", "C", "C", "C", "C", "N", "H", "H", "H", "H", "H", "H", "H", "H", "H", "C", "C", "C", "H", "H", "H", "H", "H", "H", "H", "H"], "coordinates": [[-2.798, -1.368, -2.174], [-0.565, 0.996, -0.251], [-0.683, -0.047, -1.285], [-2.066, -0.595, -1.288], [-2.646, -0.030, -0.126], [1.728, 1.331, -1.011], [0.577, 1.788, -0.275], [1.728, 0.087, -1.637], [0.469, -0.465, -1.944], [-1.820, 1.005, 0.484], [2.695, 1.849, -0.675], [0.677, 2.673, 0.394], [2.587, -0.472, -1.952], [0.368, -1.285, -2.598], [-1.796, 1.148, 1.512], [-3.552, -0.357, 0.388], [-3.522, -0.572, -2.662], [-3.294, -2.266, -1.521], [-2.297, -1.956, -2.990], [1.894, -0.670, 2.075], [0.471, -0.361, 2.648], [2.998, -0.834, 2.932], [1.713, -1.417, 1.118], [2.152, 0.210, 1.449], [0.146, -1.290, 3.259], [3.572, -1.799, 2.919], [3.778, -0.076, 2.771], [-0.227, -0.176, 1.847], [0.428, 0.473, 3.410], [2.671, -0.719, 3.958]]}



(7)
{"formula": "C12H17N", "method": "ωB97M-V/def2-TZVPD", "smiles": "Cc1c[nH]c2ccccc12.CCC", "homo_ha": -0.29184, "e_tot_ha": -522.19111, "homo_lumo_gap_ev": 8.903, "de_lowest_kcal_mol": 18.30, "lumo_ev": 0.96, "elements": ["C", "C", "C", "C", "C", "C", "C", "C", "C", "N", "H", "H", "H", "H", "H", "H", "H", "H", "H", "C", "C", "C", "H", "H", "H", "H", "H", "H", "H", "H"], "coordinates": [[1.191, 0.281, -1.846], [1.590, 1.172, 1.757], [0.913, 1.324, 0.531], [1.515, 0.400, -0.394], [2.444, -0.288, 0.299], [0.291, 2.931, 2.708], [1.322, 1.995, 2.824], [-0.340, 3.129, 1.472], [-0.066, 2.306, 0.402], [2.453, 0.112, 1.641], [-0.017, 3.404, 3.620], [1.737, 1.944, 3.825], [-1.082, 3.908, 1.432], [-0.621, 2.487, -0.512], [3.322, 0.058, 2.142], [2.997, -1.176, 0.046], [1.694, -0.561, -2.339], [1.499, 1.175, -2.388], [0.179, -0.050, -2.003], [-2.041, -1.967, -1.711], [-2.428, -1.422, -0.338], [-1.243, -3.218, -1.684], [-2.962, -2.062, -2.299], [-1.579, -1.165, -2.299], [-3.135, -0.597, -0.346], [-0.881, -3.402, -2.694], [-0.591, -3.355, -0.820], [-1.899, -4.085, -1.488], [-2.721, -2.258, 0.303], [-1.540, -1.018, 0.159]]}



(8)
{"formula": "C12H17N", "method": "ωB97M-V/def2-TZVPD", "smiles": "Cc1c[nH]c2ccccc12.CCC", "homo_ha": -0.29370, "e_tot_ha": -522.14412, "homo_lumo_gap_ev": 8.913, "de_lowest_kcal_mol": 47.78, "lumo_ev": 0.92, "elements": ["C", "C", "C", "C", "C", "C", "C", "C", "C", "N", "H", "H", "H", "H", "H", "H", "H", "H", "H", "C", "C", "C", "H", "H", "H", "H", "H", "H", "H", "H"], "coordinates": [[-0.935, -2.980, 3.871], [0.387, -0.487, 1.625], [-0.533, -1.510, 2.011], [-0.241, -1.822, 3.365], [0.772, -1.024, 3.826], [-0.538, -0.657, -0.618], [0.290, -0.056, 0.281], [-1.312, -1.758, -0.189], [-1.322, -2.223, 1.113], [1.269, -0.274, 2.689], [-0.592, -0.219, -1.608], [0.902, 0.774, -0.051], [-2.054, -2.185, -0.854], [-1.941, -3.023, 1.438], [1.843, 0.624, 2.910], [1.207, -1.076, 4.773], [-0.616, -3.964, 3.271], [-2.071, -2.781, 3.604], [-0.761, -3.242, 4.950], [0.286, 2.162, -3.795], [0.192, 3.653, -3.740], [1.180, 1.788, -2.583], [-0.647, 1.512, -3.865], [0.718, 1.709, -4.705], [1.210, 4.061, -3.927], [0.508, 1.628, -1.693], [1.711, 0.783, -2.762], [1.917, 2.568, -2.271], [-0.677, 4.065, -4.380], [-0.153, 3.951, -2.684]]}